Here is 17 unconnected molecules or ions with the total composition H34O17 from the Open Molecules 2025 dataset. Energies are from ωB97M-V/def2-TZVPD.

XYZ file:
```
51
Properties=species:S:1:pos:R:3
O 2.6521 -2.5520 -0.8560
H 2.5166 -2.0047 -0.0783
H 1.9029 -3.1635 -0.8825
O 4.7089 2.0848 1.6080
H 3.8988 1.5529 1.5727
H 4.5367 2.4974 2.4698
O -0.1066 -3.9721 0.3312
H -0.7624 -4.0757 1.0690
H -0.7114 -4.4155 -0.3031
O 2.7291 0.4195 2.4926
H 1.9866 0.6144 3.0855
H 3.3253 -0.0378 3.0951
O -1.8065 0.4827 -1.4695
H -1.4919 1.2844 -1.0021
H -2.3298 0.6641 -2.2633
O -1.5981 -3.3079 4.7909
H -1.2522 -3.8266 4.0648
H -1.9769 -2.4636 4.5306
O -2.0564 2.3085 2.8451
H -2.7408 1.6281 2.7438
H -1.7751 2.2528 1.8978
O 1.0576 2.4029 -0.9541
H 1.3141 1.9815 -0.1155
H 1.2646 1.7097 -1.6126
O 0.0806 0.9866 3.9882
H -0.1942 1.9116 3.9169
H -0.8005 0.6367 4.1603
O 3.8755 0.6180 -2.5811
H 4.7734 0.7095 -2.2270
H 3.6567 -0.0499 -1.8935
O -1.8611 2.4519 0.2493
H -1.1386 3.0858 0.2213
H -2.7411 2.8091 0.1640
O 2.8969 -4.1398 -3.3259
H 2.0783 -3.8493 -3.7407
H 3.1463 -3.5962 -2.5910
O -4.5842 0.4535 2.5070
H -5.1493 -0.3195 2.6504
H -4.9648 0.9923 1.8116
O -2.2646 3.3543 -1.8724
H -1.3391 3.5650 -2.0530
H -2.8025 4.1395 -2.0211
O -4.7544 1.0565 -2.4481
H -5.1788 1.8919 -2.2532
H -5.3850 0.3535 -2.2867
O -0.8910 -2.0132 -1.2541
H -0.3098 -2.4374 -0.4713
H -0.8015 -1.0343 -1.3214
O 2.4418 -0.7461 -4.2953
H 2.3092 -1.5589 -4.8211
H 2.9842 -1.2550 -3.6702
```

Calculated values
<S²>: 0.756
Spin multiplicity: 2
HOMO (alpha / beta): -12.9 / -12.9 eV
Electronic energy: -35347.9204 eV
Total charge: +1

=====

Here is a molecular structure, H35O18 from the Open Molecules 2025 dataset. Energies are from ωB97M-V/def2-TZVPD.

XYZ file:
```
53
Properties=species:S:1:pos:R:3
O -2.6314 3.8280 -1.3931
H -1.3932 -2.3008 -2.9600
H 0.4409 -0.3915 -4.1179
O -0.6758 -2.3211 1.0280
H 0.6626 -0.9917 -0.8605
O -0.2726 3.3962 0.2812
H 1.1062 1.4301 -1.7670
H -0.2560 2.4426 0.2155
O 5.6643 -1.0493 -1.6678
H 1.7808 -3.0277 1.7163
H 5.5446 -0.1113 -1.5350
O -4.7127 4.1032 0.9596
H -4.0846 3.9615 1.7167
H -2.6608 4.1484 -0.4874
O 1.9482 -2.8829 4.3265
H 0.1448 -2.1031 -3.2015
H 2.1096 -2.6747 3.4003
O -0.6095 -2.6951 -3.3298
H -1.7385 -0.8368 3.2313
H 0.5920 3.7770 0.0505
O -3.5790 1.1862 1.4405
H -1.7912 0.9612 3.6800
H -1.2830 -1.5845 1.9285
O 2.6533 1.2075 0.5412
H 1.9387 1.0105 1.1671
H -3.5705 1.9151 0.8224
O 3.3557 -1.4940 -0.4490
H 2.9021 -0.7718 0.0329
H 1.7799 -4.8138 -2.2481
O -2.2672 -1.1120 2.4808
H 2.6333 -3.5933 -1.7413
H -3.0422 0.3907 1.3748
O 0.3990 2.1435 -1.7234
H -0.3387 1.6876 -2.1701
H 4.7119 -1.3971 -1.5559
O 2.4125 -4.5183 -1.5897
H 1.0290 -1.8363 1.6535
H 1.0529 -2.6510 4.6146
O 0.4818 -0.2707 -3.1526
H -5.2582 3.4352 1.4021
H -1.7018 4.0972 -1.5483
O 1.9702 -2.0633 1.6755
H -1.3609 -2.5287 0.3931
H 3.3367 -2.2862 0.1073
O -1.8910 0.7690 -2.4862
H -0.3925 0.0256 -2.8052
H -2.5614 1.1531 -1.9155
O -0.2082 -0.6066 -0.7953
H 3.3056 1.5819 1.1656
H -0.6132 -0.9734 0.0311
O -1.4985 1.7873 4.0982
H -1.4156 2.4033 3.3602
H -2.1486 1.0450 -3.3950
```

Calculated values
HOMO: -6.3 eV
Electronic energy: -37424.2230 eV
Total charge: -1

=====

Here is 19 unconnected molecules or ions with the total composition H37O19 from the Open Molecules 2025 dataset. Energies are from ωB97M-V/def2-TZVPD.

XYZ file:
```
56
Properties=species:S:1:pos:R:3
O -0.5656 2.4849 -2.3521
H -0.3049 -0.8784 3.6182
H 3.3183 3.5870 1.0834
O 2.9153 -1.1894 2.2133
H -1.3787 -0.4047 1.6854
H 1.9663 -1.1774 1.9233
O 2.8132 3.4427 0.3098
H -2.5289 1.7685 -3.2108
H 4.8138 -1.7628 -0.3159
O -1.7535 2.1207 3.1099
H -1.3074 1.8531 2.2815
H -1.1329 1.6544 3.6925
O -0.1851 1.6243 0.4317
H 0.3191 -0.0038 1.1446
H -0.0528 2.5533 0.6412
O 2.8160 1.8018 2.4364
H -2.5384 0.1538 -1.5422
H 3.1175 0.8777 2.4224
O 3.8671 -1.8610 -0.3094
H 1.1975 1.6452 -1.6146
H 3.5676 -1.1234 0.2418
O 1.5820 0.8530 -1.2332
H 0.7407 -0.6678 -3.8633
O -0.7126 -2.7988 -4.1574
H -3.7622 -0.7877 -2.0596
H 0.0579 -2.9081 -3.6007
O -3.2940 2.3442 -3.1552
H -2.2680 -0.4574 2.9365
H -3.8941 1.8974 -2.5540
O 2.0808 -4.4442 1.0593
H 1.1830 -4.2361 1.3205
H -0.6242 0.1011 -1.2721
O -2.2338 -0.7420 2.0209
H 1.9334 1.6616 2.0668
H 0.5908 -2.2185 -1.4006
O -3.2177 -0.0166 -2.2146
H -0.7863 -2.6714 -1.7074
H 0.9375 1.0483 -0.4179
O 1.2028 -0.9823 -3.0883
H 2.4853 2.5626 0.1369
H -0.9074 -1.9454 -4.5201
O -4.0652 2.5430 0.2720
H -3.1198 2.3527 0.1869
H -4.0793 2.3426 1.2198
O -0.1129 -2.7640 -1.0241
H 0.1616 -1.4180 0.8081
H -1.3241 2.9752 -2.0159
O 0.4312 -0.8867 1.5909
H 1.4885 -0.2823 -2.4572
H 2.0589 -4.1546 0.1431
O -0.4291 -1.1208 4.5396
H -0.3765 -2.0570 4.7214
H 2.9485 -1.7718 2.9760
O -1.1779 -0.4071 -0.6800
H -0.2043 1.9299 -1.6637
H -1.5446 0.1278 0.0290
```

Calculated values
HOMO: -8.0 eV
Electronic energy: -39505.3859 eV
Total charge: -1

=====

Here is 19 unconnected molecules or ions with the total composition H38O19 from the Open Molecules 2025 dataset. Energies are from ωB97M-V/def2-TZVPD.

XYZ file:
```
57
Properties=species:S:1:pos:R:3
O -12.9976 6.2058 15.9908
H -12.2071 6.7447 16.0199
H -13.6228 6.6664 16.5504
O -22.7748 7.2499 18.4355
H -23.7288 7.2814 18.3640
H -22.4669 7.2275 17.5294
O -20.7767 7.3455 20.4247
H -20.0717 7.9873 20.3391
H -21.2796 7.4321 19.6149
O -20.6301 3.2986 21.5330
H -21.3266 3.7454 21.0518
H -19.8435 3.8120 21.3486
O -14.4374 8.1137 19.7053
H -13.5007 7.9186 19.6785
H -14.4817 9.0575 19.8586
O -16.2023 7.1624 21.7708
H -15.5948 7.1543 21.0311
H -16.5860 8.0392 21.7566
O -19.8363 5.8798 16.9137
H -20.4308 5.2001 17.2312
H -20.4128 6.5527 16.5514
O -21.8955 7.5157 15.8670
H -22.4685 8.2701 15.7304
H -21.5614 7.3069 14.9946
O -20.5617 2.2788 16.7864
H -20.7465 3.1639 17.1004
H -20.4899 1.7519 17.5824
O -15.4122 7.6908 17.2912
H -16.1002 7.1286 17.6472
H -15.0807 8.1733 18.0485
O -17.8863 1.9091 15.6988
H -18.7451 2.1241 16.0629
H -17.3288 2.6463 15.9478
O -15.9758 4.1595 16.2812
H -16.4708 4.7054 16.8921
H -15.0777 4.1836 16.6113
O -15.2930 7.6040 14.2018
H -15.5464 6.6820 14.1577
H -14.8452 7.6899 15.0434
O -13.3923 2.8780 18.8913
H -14.2770 3.1256 19.1598
H -12.8184 3.4579 19.3919
O -17.4830 3.4491 23.1412
H -17.1661 3.8510 23.9500
H -17.6223 4.1856 22.5458
O -18.4082 5.5487 21.2160
H -17.6000 5.9677 21.5116
H -19.0556 6.2538 21.2093
O -15.3895 10.3646 16.4315
H -15.7140 9.4713 16.5450
H -16.0574 10.9162 16.8386
O -17.4094 5.5565 18.2393
H -17.5021 5.3584 19.1712
H -18.3039 5.7141 17.9373
O -21.6442 4.2356 18.2889
H -22.4473 4.1873 17.7703
H -21.9064 4.6773 19.0966
```

Calculated values
HOMO: -9.6 eV
Electronic energy: -39520.5191 eV

=====

Here is 19 unconnected molecules or ions with the total composition H38O19 from the Open Molecules 2025 dataset. Energies are from ωB97M-V/def2-TZVPD.

XYZ file:
```
57
Properties=species:S:1:pos:R:3
O 3.8065 -1.1754 1.9984
H 4.2652 -1.6620 1.2961
H 3.5556 -0.4540 1.3849
O -0.2272 3.0318 1.9426
H 0.7226 2.8992 2.0052
H -0.7591 2.3486 1.5385
O -1.8908 2.2369 -3.3008
H -2.4587 1.4751 -3.1343
H -1.4144 2.3419 -2.4681
O -3.6447 -2.4024 1.0926
H -3.3015 -2.2024 1.9892
H -3.0445 -3.0908 0.7793
O 1.0216 2.1230 -1.4225
H 0.5062 2.9448 -1.4214
H 0.7628 1.7550 -0.5658
O 2.7906 2.5802 1.9834
H 3.2219 3.4465 1.8985
H 2.1853 2.7700 2.7153
O 0.2508 -2.9443 1.0641
H 0.7128 -2.2966 1.5937
H -0.3673 -3.4695 1.5903
O 0.6829 -0.2139 2.1404
H 0.4375 -0.4462 1.2269
H 1.2209 -0.9842 2.3745
O 4.4729 0.7471 -2.0829
H 4.3845 1.7215 -2.1248
H 3.8688 0.7249 -2.8483
O -2.3350 3.8532 0.4947
H -2.7643 4.3677 1.1809
H -2.6936 3.7677 -0.3940
O 1.0438 -0.7316 -1.0413
H 0.9538 -1.4155 -1.7035
H 0.8113 0.1771 -1.2285
O 0.7020 -2.7628 -3.4123
H 0.7056 -3.4128 -2.6927
H -0.2220 -2.9412 -3.6523
O -1.5347 -1.5808 3.7465
H -1.1362 -1.3079 2.8901
H -1.7350 -2.4407 3.3373
O 1.5797 -2.3791 3.3229
H 2.0960 -2.2114 4.1182
H 1.2467 -3.2764 3.4415
O -1.8346 0.7790 0.3978
H -2.2680 0.4469 1.1925
H -2.2375 1.6414 0.2328
O 0.1044 -4.8559 -0.7033
H 0.7967 -4.7924 -0.0285
H 0.1165 -3.9272 -0.9764
O 0.1467 4.7739 -0.5915
H -0.7144 4.9355 -0.9983
H -0.0586 4.6477 0.3521
O -3.4215 -0.4999 -2.0467
H -4.1245 -0.5870 -2.6926
H -3.2866 -1.2099 -1.4157
O -1.5177 -0.4120 -3.8668
H -0.5536 -0.3510 -3.8229
H -1.6896 -0.7251 -2.9088
```

Calculated values
HOMO: -10.4 eV
Electronic energy: -39517.7964 eV